DFT (wB97M-V/def2-TZVPD) results for a cluster of 2 separate species, C2H6N2S in total.

Output
Calculated total energy, eV: -15981.530
Energy above the lowest of the compared OMol25 structures with the same formula, charge and spin, eV: 5.2687
Largest force on an atom, eV Å⁻¹: 5.2
HOMO energy, eV: -8.34
LUMO level, Eh: -0.013
HOMO-LUMO gap, eV: 7.99

The geometry in ORCA input format:
```
! RIJCOSX wB97M-V def2-TZVPD def2/J DEFGRID3
* xyz 0 1
S 2.3744 -0.4482 -0.3328
N -1.1277 0.2493 -0.5072
N -2.2338 -0.2899 -0.0578
C 0.9475 0.7202 0.0037
C -0.1087 -0.2756 0.0688
H -0.2069 -1.2816 0.5092
H -3.0475 -0.4099 -0.5959
H 1.4488 1.6367 0.5224
H -2.1737 -1.2081 0.3768
H 3.4249 0.2998 1.0358
H 0.7026 1.0072 -1.0231
*
```

The net atomic charges from Mulliken, expressed in e, are: -0.293, -0.142, -0.456, -0.216, -0.399, 0.325, 0.228, 0.424, 0.208, 0.108, 0.212

DFT (wB97M-V/def2-TZVPD) results for the molecule C2H6N2S.

Output
SMILES: [H]/N=C(/N)CS
Calculated total energy, eV: -15986.296
Energy above the lowest of the compared OMol25 structures with the same formula, charge and spin, eV: 0.5022
Largest force on an atom, eV Å⁻¹: 2.8
HOMO energy, eV: -9.19
LUMO level, Eh: 0.031
HOMO-LUMO gap, eV: 10.02

The geometry in ORCA input format:
```
! RIJCOSX wB97M-V def2-TZVPD def2/J DEFGRID3
* xyz 0 1
S -2.1120 0.1551 -0.1212
N 1.7734 -0.5844 -0.2749
N 0.6183 1.4103 -0.0051
C -0.6321 -0.7339 0.3242
C 0.7322 0.0510 0.0759
H 1.4689 -1.5974 -0.4390
H 1.4862 1.8357 -0.2446
H -0.5496 -1.7466 0.0179
H -0.8435 -0.7202 1.3781
H -2.0274 0.0409 -1.4202
H 0.0856 1.8896 0.7090
*
```

The net atomic charges from Mulliken, expressed in e, are: -0.218, -0.732, -0.414, -0.745, 0.611, 0.241, 0.259, 0.400, 0.258, 0.113, 0.229